(1)
Computed, not measured: a 2-piece molecular cluster, C4H5BrO2 overall in a non-equilibrium geometry, with wB97M-V/def2-TZVPD.

Positions of all 12 atoms, in Å:
1 Br 0.114 -1.696 -2.350
2 O -2.624 -4.434 -2.404
3 O -3.031 -2.555 -3.644
4 C 0.699 0.008 0.164
5 C -1.189 -0.694 -1.495
6 C -0.744 0.058 -0.315
7 C -2.825 -3.492 -3.023
8 H -1.051 1.097 -0.508
9 H 0.976 -1.005 0.445
10 H -1.437 -0.279 0.470
11 H 1.370 0.337 -0.630
12 H 0.838 0.657 1.025

F_max: 1.8 eV Å⁻¹
HOMO-LUMO gap: 0.2994 Eh
HOMO energy: -0.31669 Ha
energy above the lowest of the compared OMol25 structures with the same formula, charge and spin: 165.0 kJ/mol
multiplicity: 1

(2)
Computed, not measured: an isolated molecule of C4H5BrO3 in a non-equilibrium geometry, with wB97M-V/def2-TZVPD.

Positions of all 13 atoms, in Å:
1 Br 3.339 -0.376 -0.059
2 O -2.348 0.295 -0.266
3 O 0.285 -0.113 1.004
4 O -0.014 2.062 0.003
5 C -1.764 -0.755 -0.261
6 C 1.969 0.787 -0.418
7 C 0.690 0.875 0.129
8 C -0.512 -1.141 0.423
9 H 0.120 -1.596 -0.230
10 H -2.309 -1.625 -0.815
11 H -0.956 2.002 0.282
12 H -0.814 -2.012 1.139
13 H 2.314 1.596 -0.933

F_max: 4.5 eV Å⁻¹
SMILES: O=CCO/C(O)=C\Br
HOMO-LUMO gap: 0.3350 Eh
HOMO energy: -0.31435 Ha
energy above the lowest of the compared OMol25 structures with the same formula, charge and spin: 149.2 kJ/mol
multiplicity: 1

(3)
Computed, not measured: an isolated molecule of C4H5Cl3O2S in a non-equilibrium geometry, with wB97M-V/def2-TZVPD.

Positions of all 15 atoms, in Å:
1 Cl -2.126 0.246 -1.478
2 Cl -0.274 2.468 -0.152
3 Cl 1.933 -0.929 -1.321
4 S -0.993 -0.913 0.907
5 O -2.235 -0.210 1.211
6 O -0.864 -2.299 1.220
7 C 0.592 0.149 -1.132
8 C -0.793 -0.761 -0.945
9 C 0.597 0.174 1.305
10 C 0.826 1.048 0.099
11 H 0.281 0.780 2.162
12 H 0.395 0.862 -1.908
13 H 1.523 -0.422 1.236
14 H -0.672 -1.721 -1.352
15 H 1.808 1.529 0.149

F_max: 4.5 eV Å⁻¹
SMILES: O=S1(=O)C[C@H](Cl)[C@@H](Cl)[C@@H]1Cl
HOMO-LUMO gap: 0.4041 Eh
HOMO energy: -0.38664 Ha
energy above the lowest of the compared OMol25 structures with the same formula, charge and spin: 19.2 kJ/mol
multiplicity: 1

(4)
Computed, not measured: an isolated molecule of C4H5ClFNO in a non-equilibrium geometry, with wB97M-V/def2-TZVPD.

Positions of all 13 atoms, in Å:
1 Cl -2.169 0.131 -0.490
2 F -0.694 -0.459 1.499
3 O 2.246 0.280 -0.364
4 N 1.480 1.353 -0.088
5 C 0.289 -1.107 -0.542
6 C -0.479 -0.050 0.200
7 C 1.711 -1.051 -0.041
8 C 0.282 1.225 0.259
9 H 0.214 -1.009 -1.622
10 H -0.260 2.112 0.544
11 H 2.324 -1.743 -0.572
12 H -0.184 -2.119 -0.328
13 H 1.874 -1.155 1.075

F_max: 2.3 eV Å⁻¹
SMILES: F[C@@]1(Cl)C=NOCC1
HOMO-LUMO gap: 0.4017 Eh
HOMO energy: -0.37395 Ha
energy above the lowest of the compared OMol25 structures with the same formula, charge and spin: 176.1 kJ/mol
multiplicity: 1

(5)
Computed, not measured: C4H5ClFNO4 as an isolated structure in a non-equilibrium geometry, with wB97M-V/def2-TZVPD.

Positions of all 16 atoms, in Å:
1 Cl -3.324 -0.711 -0.837
2 F -1.986 -1.232 1.276
3 O -2.184 1.640 -0.277
4 O 0.811 -1.002 -0.018
5 O 0.834 0.756 -1.420
6 O -0.881 1.049 1.346
7 N -1.627 0.835 0.391
8 C 1.265 0.252 -0.411
9 C -1.922 -0.512 0.111
10 C 2.359 0.855 0.487
11 C -0.312 -1.391 -0.666
12 H -0.432 -2.305 -0.277
13 H 3.127 1.140 -0.134
14 H 2.789 0.161 1.197
15 H 1.892 1.772 0.945
16 H -0.409 -1.307 -1.713

F_max: 5.9 eV Å⁻¹
HOMO-LUMO gap: 0.3652 Eh
HOMO energy: -0.38593 Ha
energy above the lowest of the compared OMol25 structures with the same formula, charge and spin: 124.2 kJ/mol
multiplicity: 1

(6)
Computed, not measured: an isolated molecule of C4H5ClFNS in a non-equilibrium geometry, with wB97M-V/def2-TZVPD.

Positions of all 13 atoms, in Å:
1 Cl -2.613 -1.042 -0.109
2 S 2.606 -0.983 0.292
3 F -0.547 2.220 -0.120
4 N 1.431 1.187 -0.517
5 C -1.053 1.175 0.730
6 C -0.986 -0.204 0.198
7 C 0.110 -0.699 -0.424
8 C 1.368 -0.145 -0.202
9 H 2.481 1.516 -0.564
10 H -2.025 1.499 1.132
11 H -0.165 1.436 1.452
12 H 0.686 1.622 -1.119
13 H 0.011 -1.674 -0.839

F_max: 4.8 eV Å⁻¹
SMILES: NC(=S)/C=C(/Cl)CF
HOMO-LUMO gap: 0.3022 Eh
HOMO energy: -0.32076 Ha
energy above the lowest of the compared OMol25 structures with the same formula, charge and spin: 139.0 kJ/mol
multiplicity: 1

(7)
Computed, not measured: C4H5ClN2 as an isolated structure in a non-equilibrium geometry, with wB97M-V/def2-TZVPD.

Positions of all 12 atoms, in Å:
1 Cl 3.595 0.385 -0.458
2 N -0.423 -0.994 0.764
3 N 0.792 -1.582 0.233
4 C 0.076 0.366 0.428
5 C -0.627 1.665 0.370
6 C 1.161 -0.229 -0.047
7 C -0.505 -1.788 -0.417
8 H -0.651 -1.280 -1.409
9 H -0.488 2.449 1.126
10 H -1.678 1.563 0.374
11 H -0.876 -2.714 -0.331
12 H -0.376 2.160 -0.632

F_max: 4.8 eV Å⁻¹
HOMO-LUMO gap (spin up / spin down): 0.2962 / 0.2962 Eh
HOMO energy (spin up / spin down): -0.36833 / -0.36834 Ha
energy above the lowest of the compared OMol25 structures with the same formula, charge and spin: 707.5 kJ/mol
multiplicity: 1

(8)
Computed, not measured: an isolated molecule of C4H5ClN2O in a non-equilibrium geometry, with wB97M-V/def2-TZVPD.

Positions of all 13 atoms, in Å:
1 Cl -3.007 0.286 -0.398
2 O 0.100 1.557 0.091
3 N 1.113 -1.127 -0.131
4 N 1.896 0.006 -0.352
5 C -0.304 -0.727 -0.388
6 C -0.423 0.339 0.583
7 C 1.351 1.164 -0.267
8 C -1.579 -0.383 0.535
9 H -2.012 -1.005 1.342
10 H 0.133 0.101 1.471
11 H -0.560 -0.262 -1.378
12 H 1.421 -2.003 -0.523
13 H 1.870 2.053 -0.584

F_max: 5.2 eV Å⁻¹
SMILES: Cl[C@H]1[C@@H]2NN=CO[C@@H]12
HOMO-LUMO gap: 0.3539 Eh
HOMO energy: -0.32290 Ha
energy above the lowest of the compared OMol25 structures with the same formula, charge and spin: 493.4 kJ/mol
multiplicity: 1

(9)
Computed, not measured: an isolated molecule of C4H5ClN2S in a non-equilibrium geometry, with wB97M-V/def2-TZVPD.

Positions of all 13 atoms, in Å:
1 Cl -2.063 -1.394 0.907
2 S 1.551 -0.797 -1.037
3 N 2.045 0.364 1.190
4 N -1.814 0.703 -0.843
5 C 0.218 -0.229 -0.101
6 C -1.139 -0.427 -0.586
7 C 2.616 -0.078 0.132
8 C 0.686 0.510 0.972
9 H -2.771 0.638 -0.831
10 H -0.039 0.947 1.578
11 H -1.491 -1.375 -1.335
12 H 3.697 -0.245 0.090
13 H -1.497 1.382 -0.135

F_max: 5.6 eV Å⁻¹
SMILES: N[C@H](Cl)c1cncs1
HOMO-LUMO gap: 0.3593 Eh
HOMO energy: -0.34926 Ha
energy above the lowest of the compared OMol25 structures with the same formula, charge and spin: 116.7 kJ/mol
multiplicity: 1

(10)
Computed, not measured: an isolated molecule of C4H5ClO2 in a non-equilibrium geometry, with wB97M-V/def2-TZVPD.

Positions of all 12 atoms, in Å:
1 Cl -2.770 1.446 -0.574
2 O 0.295 -1.062 -0.233
3 O -1.912 -1.651 0.129
4 C -1.042 -0.884 -0.607
5 C -1.252 0.736 -0.357
6 C -0.100 1.232 0.054
7 C 0.950 0.164 0.067
8 H 0.118 2.245 0.334
9 H 1.718 0.353 -0.697
10 H -1.229 -1.142 -1.655
11 H -1.756 -1.509 1.072
12 H 1.451 0.078 1.040

F_max: 2.9 eV Å⁻¹
SMILES: O[C@@H]1OCC=C1Cl
HOMO-LUMO gap: 0.3851 Eh
HOMO energy: -0.35343 Ha
energy above the lowest of the compared OMol25 structures with the same formula, charge and spin: 0.0 kJ/mol
multiplicity: 1

(11)
Computed, not measured: an isolated molecule of C4H5ClOS2 in a non-equilibrium geometry, with wB97M-V/def2-TZVPD.

Positions of all 13 atoms, in Å:
1 Cl -1.560 2.128 0.844
2 S 1.658 -1.746 -0.717
3 S -1.028 -0.049 -2.499
4 O 0.746 -0.584 2.155
5 C -0.141 0.443 -1.017
6 C -0.770 0.571 0.409
7 C 0.630 0.202 0.988
8 C 0.898 -0.409 -0.360
9 H -1.203 -1.351 -2.240
10 H 0.666 -1.503 1.877
11 H 0.315 1.429 -1.206
12 H 1.239 1.111 1.082
13 H -1.451 -0.242 0.683

F_max: 1.2 eV Å⁻¹
SMILES: O[C@H]1C(=S)[C@@H](S)[C@@H]1Cl
HOMO-LUMO gap: 0.3146 Eh
HOMO energy: -0.34506 Ha
energy above the lowest of the compared OMol25 structures with the same formula, charge and spin: 68.9 kJ/mol
multiplicity: 1

(12)
Computed, not measured: C4H5CrO2 as an isolated structure in a non-equilibrium geometry, with wB97M-V/def2-TZVPD.

Positions of all 12 atoms, in Å:
1 Cr 3.410 0.194 0.230
2 O 1.679 -0.023 0.631
3 O -2.975 -3.407 0.916
4 C -1.136 -2.063 0.331
5 C 0.507 0.045 0.203
6 C -2.361 -2.176 1.205
7 C -0.412 -0.983 0.232
8 H -3.820 -3.246 0.485
9 H -3.036 -1.325 1.029
10 H -2.018 -2.132 2.253
11 H 0.148 0.534 -0.777
12 H -0.794 -2.977 -0.171

net charge: +3
F_max: 4.4 eV Å⁻¹
HOMO-LUMO gap (spin up / spin down): 0.1878 / 0.2189 Eh
HOMO energy (spin up / spin down): -0.83427 / -0.86533 Ha
multiplicity: 5